Formula: C4H7NS2
Source: the OMol25 dataset
Level of theory: ωB97M-V/def2-TZVPD

Each atom is followed by the atoms it is bonded to, with distances in Å.
CARTESIAN COORDINATES (ANGSTROEM)
1 C 0.2712 -1.7344 -0.8633  S2 1.781, H8 1.088, H9 1.100, H10 1.118
2 S -1.2993 -0.9147 -1.0455  C1 1.781, C3 1.827
3 C -1.0688 0.7417 -0.3095  S2 1.827, C4 1.494, S7 1.879, H11 1.094
4 C -0.4740 0.7749 1.0611  C3 1.494, C5 1.536, H12 1.116, H13 1.088
5 C 1.0393 0.7867 0.7965  C4 1.536, N6 1.280, H14 1.075
6 N 1.4950 1.2805 -0.2935  C5 1.280, S7 1.773
7 S 0.1237 1.8268 -1.2749  C3 1.879, N6 1.773
8 H 1.0465 -1.3253 -1.5079  C1 1.088
9 H 0.6165 -1.7347 0.1807  C1 1.100
10 H 0.1279 -2.8024 -1.1616  C1 1.118
11 H -2.0657 1.1861 -0.3774  C3 1.094
12 H -0.8207 1.6714 1.6277  C4 1.116
13 H -0.7161 -0.0867 1.6800  C4 1.088
14 H 1.7246 0.3301 1.4876  C5 1.075

Output
net charge: 0
spin multiplicity: 1
structure (SMILES): CS[C@H]1CC=NS1
E_HOMO: -8.6 eV
frontier orbital gap: 9.3 eV
E: -27421.248 eV
energy relative to the best compared isomer or geometry (same formula, charge and spin): 13.80 kcal per mole
LUMO energy: 0.027 Eh